# C21H47BBr2N3O3

A 3-piece molecular cluster, C21H47BBr2N3O3 overall in a non-equilibrium geometry (wB97M-V/def2-TZVPD, the Open Molecules 2025 dataset).

The charge is -1. Its spin multiplicity is 1. As for the HOMO energy: -5.69 eV. The calculation puts the LUMO energy at 2.1232 eV.

XYZ file:
```
77
C21H47BBr2N3O3 | the Open Molecules 2025 dataset | wB97M-V/def2-TZVPD
C -8.66 -2.67 4.01
C -8.41 -3.64 2.88
O -9.01 -3.58 1.84
O -7.48 -4.57 3.20
C -6.34 -4.69 2.29
O -6.54 -4.95 1.13
C -5.06 -4.45 2.99
B -4.01 -3.33 2.33
C -3.52 -2.35 3.56
C -2.73 -3.12 4.64
N -1.31 -2.77 4.75
C -4.62 -2.50 1.05
Br -3.11 -1.53 0.18
C -5.76 -1.54 1.38
C -5.40 -0.14 1.82
Br -6.97 -1.35 -0.17
H -9.19 -1.81 3.60
H -9.28 -3.13 4.77
H -7.73 -2.34 4.46
H -4.55 -5.42 2.98
H -5.28 -4.23 4.03
H -3.00 -3.91 1.94
H -4.37 -1.84 4.02
H -2.84 -1.57 3.20
H -3.17 -2.93 5.62
H -2.78 -4.19 4.46
H -0.87 -2.84 3.84
H -1.20 -1.83 5.09
H -4.95 -3.15 0.25
H -6.32 -2.00 2.19
H -4.91 0.42 1.04
H -6.32 0.38 2.09
H -4.79 -0.19 2.72
C 0.66 -1.59 0.95
C 0.72 -0.09 0.69
N 2.05 0.48 0.88
C 2.05 1.93 0.89
C 1.65 2.65 -0.40
C 3.11 -0.15 0.12
C 2.98 -0.17 -1.41
H 1.02 -1.83 1.95
H -0.38 -1.91 0.87
H 1.24 -2.16 0.23
H 0.05 0.40 1.40
H 0.31 0.11 -0.31
H 3.04 2.27 1.20
H 1.37 2.25 1.69
H 2.44 2.62 -1.15
H 1.46 3.71 -0.19
H 0.74 2.24 -0.84
H 3.21 -1.18 0.47
H 4.05 0.34 0.39
H 1.97 -0.43 -1.73
H 3.66 -0.91 -1.83
H 3.24 0.79 -1.85
C 4.71 1.63 -5.40
C 5.71 2.78 -5.48
N 5.30 3.96 -4.74
C 6.11 5.13 -5.05
C 7.59 5.11 -4.67
C 4.99 3.75 -3.34
C 6.09 3.15 -2.44
H 3.72 1.95 -5.73
H 5.04 0.82 -6.04
H 4.62 1.23 -4.39
H 5.80 3.07 -6.53
H 6.70 2.40 -5.17
H 5.63 5.99 -4.58
H 6.03 5.30 -6.12
H 7.75 5.24 -3.60
H 8.11 5.93 -5.17
H 8.08 4.18 -4.98
H 4.11 3.10 -3.28
H 4.66 4.70 -2.91
H 6.61 2.32 -2.93
H 5.64 2.76 -1.53
H 6.83 3.90 -2.15
```

Mulliken atomic charge list, values in e, 8 entries: number 1, C, carries -0.983; number 2, C, carries 0.745; number 3, O, carries -0.527; number 4, O, carries -0.359; number 5, C, carries 0.311; number 6, O, carries -0.534; number 7, C, carries -0.512; number 8, B, carries 0.467

# C21H47Br10N6

A 6-piece molecular cluster, C21H47Br10N6 overall (wB97M-V/def2-TZVPD, the Open Molecules 2025 dataset).

The charge is +1. Its spin multiplicity is 1. As for the HOMO energy: -11.18 eV. The calculation puts the LUMO energy at -2.2940 eV.

XYZ file:
```
84
C21H47Br10N6 | the Open Molecules 2025 dataset | wB97M-V/def2-TZVPD
N 3.70 -4.02 -2.19
C 3.97 -3.45 -3.28
C 3.71 -2.00 -3.61
C 2.21 -1.61 -3.67
C 1.76 -0.81 -4.90
C 0.23 -1.00 -4.96
N -0.07 -1.78 -3.69
C -1.45 -2.32 -3.53
C -1.84 -2.63 -2.03
N -1.48 -3.97 -1.62
N -3.27 -2.51 -1.89
N -1.21 -1.70 -1.11
C 1.14 -2.69 -3.54
C 1.07 -3.82 -4.60
C 2.08 -3.89 -5.77
C 2.55 -5.32 -6.01
N 3.18 -5.57 -7.29
H 3.31 -3.38 -1.50
H 4.40 -4.07 -4.06
H 4.21 -1.72 -4.54
H 4.18 -1.40 -2.82
H 2.04 -0.95 -2.80
H 2.23 -1.18 -5.81
H 2.00 0.25 -4.79
H -0.32 -0.07 -4.89
H -0.11 -1.59 -5.81
H 0.03 -1.08 -2.94
H -1.54 -3.21 -4.15
H -2.12 -1.56 -3.94
H -2.08 -4.67 -2.06
H -0.53 -4.22 -1.85
H -3.65 -1.65 -2.27
H -3.78 -3.30 -2.28
H -1.34 -0.71 -1.30
H -0.25 -1.92 -0.88
H 1.11 -3.14 -2.55
H 0.07 -3.80 -5.04
H 1.12 -4.77 -4.06
H 1.60 -3.55 -6.69
H 2.93 -3.22 -5.62
H 3.27 -5.61 -5.24
H 1.69 -5.99 -5.90
H 2.70 -5.12 -8.07
H 4.16 -5.32 -7.32
Br -1.67 0.54 1.68
C 0.21 0.86 2.06
C 0.82 1.88 1.14
Br 1.15 1.19 -0.67
H 0.71 -0.10 2.01
H 0.25 1.23 3.08
H 1.80 2.19 1.50
H 0.18 2.75 1.01
Br -3.41 1.93 4.91
C -4.84 2.94 4.07
C -4.46 3.38 2.68
Br -3.12 4.78 2.67
H -5.04 3.79 4.72
H -5.70 2.29 4.03
H -5.33 3.78 2.16
H -4.04 2.55 2.11
Br -3.71 2.38 9.24
C -1.80 2.60 9.54
C -0.99 2.29 8.31
Br -0.90 0.37 7.96
H -1.54 1.95 10.37
H -1.67 3.64 9.82
H 0.04 2.62 8.45
H -1.41 2.75 7.42
Br 0.59 2.74 -4.21
C 2.14 3.92 -4.22
C 2.97 3.78 -5.48
Br 3.98 2.12 -5.48
H 2.71 3.69 -3.33
H 1.73 4.93 -4.15
H 3.70 4.58 -5.54
H 2.36 3.77 -6.37
Br -2.02 6.32 10.79
C -2.74 5.15 12.17
C -1.98 5.27 13.47
Br -0.24 4.43 13.36
H -2.69 4.14 11.78
H -3.78 5.44 12.29
H -2.52 4.76 14.26
H -1.81 6.31 13.74
```

Mulliken atomic charge list, values in e, 8 entries: number 1, N, carries -0.616; number 2, C, carries -0.221; number 3, C, carries -1.050; number 4, C, carries 0.121; number 5, C, carries 0.191; number 6, C, carries -0.799; number 7, N, carries 0.039; number 8, C, carries -0.895

# C21H47CrN2O2P2

C21H47CrN2O2P2 as an isolated structure in a non-equilibrium geometry (wB97M-V/def2-TZVPD, the Open Molecules 2025 dataset).

The charge is +2. Its spin multiplicity is 4. As for the HOMO energy (alpha / beta): -14.78 / -14.80 eV. The calculation puts the LUMO energy (alpha / beta) at -7.7732 / -8.2289 eV.

XYZ file:
```
75
C21H47CrN2O2P2 | the Open Molecules 2025 dataset | wB97M-V/def2-TZVPD
Cr -0.58 -0.01 0.09
P -0.03 -2.12 -0.46
P -0.03 2.15 -0.19
N 2.70 0.09 -1.39
C 1.61 -2.17 -1.29
H 1.99 -3.20 -1.23
H 1.40 -1.92 -2.34
C 2.68 -1.22 -0.72
H 2.52 -1.08 0.37
H 3.68 -1.68 -0.85
C 2.69 1.28 -0.57
H 3.68 1.76 -0.65
H 2.53 1.03 0.50
C 1.61 2.30 -1.01
H 1.40 2.18 -2.09
H 1.99 3.32 -0.83
C 0.25 3.01 1.43
C -0.95 2.90 2.37
H -0.63 3.16 3.39
H -1.38 1.89 2.40
H -1.75 3.60 2.08
C -1.15 3.17 -1.24
C -2.53 3.42 -0.61
H -3.20 3.80 -1.39
H -2.47 4.19 0.18
H -2.98 2.51 -0.19
C -1.15 -3.01 -1.62
C -2.53 -3.34 -1.03
H -3.20 -3.62 -1.85
H -2.98 -2.48 -0.50
H -2.48 -4.20 -0.35
C 0.25 -3.18 1.05
C -0.96 -3.18 1.99
H -0.63 -3.58 2.96
H -1.76 -3.83 1.61
H -1.37 -2.18 2.16
C -2.17 -0.07 1.01
C -0.53 4.47 -1.76
H -0.36 5.19 -0.95
H 0.40 4.31 -2.30
H -1.24 4.94 -2.46
C -0.53 -4.24 -2.30
H -1.24 -4.61 -3.05
H 0.41 -4.01 -2.82
H -0.36 -5.05 -1.59
C 0.73 -4.60 0.77
H 1.05 -5.04 1.72
H -0.09 -5.23 0.39
H 1.58 -4.65 0.08
C 0.73 4.46 1.33
H -0.08 5.13 1.03
H 1.06 4.78 2.33
H 1.59 4.59 0.65
H 1.07 2.40 1.85
H 1.07 -2.62 1.54
H -1.29 2.48 -2.09
H -1.29 -2.22 -2.39
O -3.12 -0.12 1.71
H 3.44 0.12 -2.06
H -1.49 0.07 -1.01
C 2.25 -0.43 5.55
N 2.21 -0.33 4.10
C 3.47 -0.33 3.36
C 1.06 -0.24 3.41
C -0.21 -0.25 4.20
O 1.12 -0.15 2.15
H 3.30 -0.49 5.86
H 1.72 -1.33 5.90
H 1.79 0.45 6.02
H 3.52 -1.17 2.67
H 3.59 0.60 2.79
H 4.27 -0.41 4.10
H -1.06 -0.20 3.52
H -0.28 -1.17 4.79
H -0.24 0.61 4.88
```

Mulliken atomic charge list, values in e, 8 entries: number 1, Cr, carries -1.097; number 2, P, carries 1.585; number 3, P, carries 1.557; number 4, N, carries -0.297; number 5, C, carries -1.397; number 6, H, carries 0.421; number 7, H, carries 0.586; number 8, C, carries -0.081

# C21H47N5O42S8

C21H47N5O42S8 as an isolated structure in a non-equilibrium geometry (wB97M-V/def2-TZVPD, the Open Molecules 2025 dataset).

The charge is 0. Its spin multiplicity is 1. As for the HOMO energy: -10.59 eV. The calculation puts the LUMO energy at -0.2154 eV.

XYZ file:
```
123
C21H47N5O42S8 | the Open Molecules 2025 dataset | wB97M-V/def2-TZVPD
C 6.53 0.96 0.47
N 5.40 0.75 -0.46
O 5.40 -0.22 -1.14
O 4.60 1.67 -0.53
H 6.49 1.98 0.84
H 7.43 0.84 -0.10
H 6.41 0.25 1.29
C -2.84 3.43 -0.03
N -2.20 4.47 0.94
O -2.56 4.49 2.09
O -1.37 5.23 0.54
H -3.47 3.91 -0.78
H -3.42 2.80 0.63
H -2.07 2.83 -0.45
C 1.47 -3.85 -3.10
N 2.31 -2.68 -2.78
O 3.12 -2.75 -1.89
O 2.23 -1.67 -3.50
H 1.98 -4.74 -2.74
H 1.22 -3.93 -4.13
H 0.48 -3.80 -2.58
C -0.74 -0.92 3.70
N -0.98 -2.22 3.09
O -1.71 -2.33 2.12
O -0.41 -3.21 3.59
H -0.98 -0.15 2.96
H 0.29 -0.96 4.05
H -1.35 -0.79 4.59
C 3.53 -2.46 1.20
N 3.51 -1.52 2.33
O 4.26 -0.50 2.28
O 2.77 -1.68 3.27
H 3.99 -1.93 0.43
H 2.50 -2.66 1.05
H 4.17 -3.32 1.55
C -0.39 0.42 -1.97
C 0.89 1.19 -1.82
O 1.08 1.43 -0.39
S 0.15 0.53 0.48
O -0.73 1.36 1.23
O 1.07 -0.35 1.13
O -0.71 -0.14 -0.69
H -0.26 -0.45 -2.67
H -1.24 1.04 -2.25
H 0.77 2.13 -2.33
H 1.73 0.66 -2.23
C 2.54 3.67 2.01
C 2.42 2.64 3.26
O 3.01 3.37 4.32
S 4.33 4.02 3.78
O 5.24 2.95 3.52
O 4.72 5.14 4.52
O 3.60 4.59 2.36
H 1.62 4.23 1.96
H 2.87 3.11 1.13
H 2.95 1.71 3.05
H 1.44 2.33 3.64
C 3.38 4.83 -2.40
C 4.68 4.32 -3.06
O 4.32 4.08 -4.51
S 2.75 3.89 -4.60
O 2.35 2.61 -4.14
O 2.30 4.40 -5.86
O 2.47 5.06 -3.48
H 3.61 5.81 -1.97
H 2.89 4.18 -1.71
H 5.04 3.36 -2.65
H 5.46 5.04 -3.04
C 0.23 -3.95 6.41
C -0.96 -4.87 6.08
O -2.06 -3.97 5.82
S -1.94 -2.76 6.86
O -2.13 -3.23 8.17
O -2.61 -1.58 6.35
O -0.32 -2.67 6.64
H 0.95 -3.69 5.66
H 0.76 -4.25 7.36
H -1.30 -5.57 6.88
H -0.81 -5.33 5.13
C -3.35 -1.94 -3.89
C -4.40 -2.55 -4.82
O -4.87 -3.72 -4.13
S -3.89 -4.13 -2.92
O -3.42 -5.45 -3.09
O -4.49 -3.85 -1.69
O -2.74 -3.15 -3.32
H -3.75 -1.30 -3.08
H -2.61 -1.45 -4.53
H -3.94 -2.87 -5.79
H -5.25 -1.91 -4.92
C -5.11 -2.42 1.33
C -4.83 -1.45 2.42
O -4.07 -0.34 1.84
S -4.71 -0.11 0.39
O -3.60 -0.21 -0.52
O -5.69 0.93 0.24
O -5.51 -1.48 0.22
H -5.96 -3.08 1.41
H -4.32 -3.07 0.90
H -4.17 -1.81 3.23
H -5.70 -1.12 2.88
C -0.84 5.87 -5.21
C -1.33 6.95 -4.32
O -1.90 6.20 -3.18
S -2.53 4.83 -3.74
O -3.97 4.89 -3.70
O -1.84 3.74 -3.13
O -2.00 4.94 -5.21
H 0.03 5.45 -4.76
H -0.72 6.28 -6.24
H -2.07 7.54 -4.76
H -0.53 7.55 -3.85
C -1.82 -5.19 0.37
C -1.18 -3.96 -0.32
O 0.29 -4.21 -0.34
S 0.56 -5.65 0.25
O 0.86 -5.52 1.65
O 1.53 -6.26 -0.62
O -0.92 -6.23 0.00
H -2.83 -5.26 -0.06
H -1.81 -5.04 1.44
H -1.40 -3.07 0.21
H -1.35 -3.97 -1.40
```

Mulliken atomic charge list, values in e, 8 entries: number 1, C, carries -0.830; number 2, N, carries 1.034; number 3, O, carries -0.569; number 4, O, carries -0.439; number 5, H, carries 0.275; number 6, H, carries 0.329; number 7, H, carries 0.247; number 8, C, carries -0.317

# C21H47NO6P2

A 3-piece molecular cluster, C21H47NO6P2 overall in a non-equilibrium geometry (wB97M-V/def2-TZVPD, the Open Molecules 2025 dataset).

The charge is 0. Its SMILES is CCOP(=O)(CCC[C@@H]1C[C@H](P(C)C)C(=O)N1)OCC.CCOCC.CCOCC. Its spin multiplicity is 1. As for the HOMO energy: -8.25 eV. The calculation puts the LUMO energy at 0.6623 eV.

XYZ file:
```
77
C21H47NO6P2 | the Open Molecules 2025 dataset | wB97M-V/def2-TZVPD
C -1.39 -1.60 6.00
C -1.10 -2.42 4.76
O -0.75 -1.56 3.65
P -1.83 -1.38 2.49
O -3.22 -1.25 2.97
C -1.59 -2.74 1.36
C -0.13 -3.01 0.95
C 0.11 -2.81 -0.55
C 1.48 -3.28 -1.00
C 2.44 -2.24 -1.56
C 3.61 -3.13 -1.99
P 4.72 -2.41 -3.26
C 6.29 -3.26 -2.90
C 5.10 -0.72 -2.66
C 2.80 -4.27 -2.64
O 3.14 -4.95 -3.55
N 1.51 -4.33 -2.05
O -1.23 -0.15 1.70
C -1.51 1.16 2.24
C -0.46 2.13 1.76
H -1.24 -2.22 6.89
H -0.69 -0.76 6.07
H -2.41 -1.22 6.00
H -1.97 -3.03 4.51
H -0.25 -3.08 4.92
H -2.22 -2.54 0.49
H -2.01 -3.61 1.87
H 0.56 -2.39 1.53
H 0.11 -4.05 1.19
H -0.65 -3.39 -1.08
H -0.03 -1.75 -0.80
H 2.00 -3.70 -0.12
H 2.03 -1.75 -2.45
H 2.64 -1.51 -0.77
H 4.09 -3.54 -1.09
H 6.11 -4.34 -2.88
H 7.02 -3.06 -3.68
H 6.72 -2.98 -1.93
H 4.19 -0.13 -2.55
H 5.68 -0.25 -3.46
H 5.71 -0.68 -1.76
H 1.42 -5.27 -1.66
H -2.49 1.47 1.89
H -1.49 1.14 3.33
H -0.49 2.26 0.67
H -0.70 3.11 2.19
H 0.54 1.84 2.08
C 1.77 0.73 -6.86
C 1.53 -0.44 -5.92
O 1.42 -0.07 -4.55
C 0.36 0.82 -4.23
C -1.02 0.28 -4.57
H 2.67 1.28 -6.57
H 1.90 0.36 -7.88
H 0.93 1.43 -6.86
H 2.39 -1.12 -5.95
H 0.66 -1.02 -6.23
H 0.52 1.79 -4.71
H 0.44 0.98 -3.16
H -1.16 0.12 -5.64
H -1.78 1.00 -4.24
H -1.20 -0.67 -4.06
C -5.18 4.10 3.39
C -3.95 4.28 4.27
O -2.86 4.91 3.61
C -3.10 6.22 3.13
C -3.49 7.22 4.21
H -4.93 3.54 2.50
H -5.95 3.57 3.94
H -5.60 5.06 3.08
H -3.57 3.29 4.56
H -4.20 4.81 5.19
H -3.85 6.20 2.33
H -2.16 6.52 2.67
H -4.43 6.96 4.69
H -3.60 8.21 3.76
H -2.72 7.27 4.98
```

Mulliken atomic charge list, values in e, 8 entries: number 1, C, carries -1.241; number 2, C, carries -0.285; number 3, O, carries -0.317; number 4, P, carries 0.659; number 5, O, carries -0.830; number 6, C, carries -0.915; number 7, C, carries -0.373; number 8, C, carries -1.045